Entry from OMol25: a cluster of 7 separate species, C56H51ClFNO32P in total (wB97M-V/def2-TZVPD).

The geometry in ORCA input format:
```
! wB97M-V def2-TZVPD RIJCOSX def2/J DEFGRID3
* xyz -1 1
C 1.52036 -3.14450 2.66978
C 1.29953 -2.16464 1.36885
C -0.06312 -2.57445 0.54778
C -0.07780 -4.18344 0.08759
N -0.34271 -1.79437 -0.69429
C -0.66375 -0.34508 -0.49184
O 0.40761 0.56422 -0.18956
C 1.65617 0.43800 -0.89392
O 1.97603 -0.22128 -2.00150
C 2.87274 1.43819 -0.31528
C 3.33542 1.53301 1.25148
C 4.51172 2.66857 1.60325
C 5.19110 3.64722 0.43482
C 4.76355 3.51863 -1.15231
C 3.58337 2.39329 -1.48724
C -1.74170 0.17100 -1.67023
C -3.00455 1.01608 -1.11280
C -2.79179 1.97250 0.18257
O -1.59542 2.80302 0.22763
C -1.13767 2.68691 1.65273
O -0.93235 3.71966 2.46998
O -2.00518 -1.04759 -2.42604
C -3.29843 -1.20794 -3.01701
C -3.09815 -2.18246 -4.36465
C -2.48007 -1.38867 -5.65663
F -1.26542 -2.12410 -6.08636
P -4.32728 -2.32245 -1.80044
O -4.12217 -4.01364 -2.22020
Cl -3.53305 -2.20177 0.19459
C -1.00195 1.17262 -2.79140
O -0.96800 2.50040 -2.71878
O -0.33243 0.54643 -3.97910
H 0.64880 -3.93118 2.80732
H 1.49821 -2.46437 3.63881
H 2.56532 -3.69400 2.52095
H 2.21947 -2.07937 0.65119
H 1.11228 -1.07011 1.80374
H -0.95331 -2.49738 1.33997
H 0.70244 -4.41916 -0.75917
H -0.05418 -4.91950 0.99638
H -1.14884 -4.32948 -0.41941
H 0.22399 -2.03001 -1.51790
H -1.35526 -0.36028 0.48774
H 2.85209 0.85087 2.07967
H 4.89552 2.84801 2.70408
H 6.01980 4.44252 0.70785
H 5.24696 4.16056 -2.00204
H 3.25113 2.32383 -2.62015
H -3.35353 1.73343 -2.00287
H -3.98516 0.38106 -0.86775
H -3.75684 2.67020 0.26781
H -2.84407 1.27488 1.14539
H -0.88460 1.59268 2.04511
H -3.87202 -0.27358 -3.40087
H -2.37572 -3.08551 -4.07006
H -4.17777 -2.63567 -4.56602
H -3.26420 -1.49728 -6.54212
H -2.33101 -0.24103 -5.48649
H -3.72227 -4.50784 -1.42104
C -1.98557 7.51983 -3.71781
C -1.04809 8.44592 -3.50753
C 0.38241 8.07217 -3.32969
O 1.22395 8.94679 -3.15691
C 0.73085 6.64320 -3.36473
C -0.20729 5.71706 -3.57157
C -1.63304 6.09291 -3.77682
O -2.46976 5.22027 -3.98311
O 0.11280 4.37216 -3.60299
O -1.37226 9.78886 -3.44817
H -3.02871 7.77762 -3.85092
H 1.77135 6.38423 -3.21629
H -0.73557 3.90591 -3.76846
H -0.52303 10.25541 -3.28873
C 0.30859 -5.07015 6.25807
C -0.21804 -5.23849 7.47259
C 0.60894 -5.08874 8.70194
O 0.09273 -5.23082 9.80483
C 2.03711 -4.77570 8.53790
C 2.56430 -4.61082 7.32318
C 1.73128 -4.73339 6.09551
O 2.24034 -4.55817 4.99355
O 3.90633 -4.31918 7.16167
O -1.55386 -5.55773 7.63317
H -0.28145 -5.17381 5.35617
H 2.63054 -4.68724 9.43888
H 4.04262 -4.24665 6.19179
H -1.69138 -5.62429 8.60319
C -2.35959 -8.12126 -5.41539
C -2.61867 -6.90529 -4.93061
C -1.81038 -5.72226 -5.33652
O -2.08422 -4.61430 -4.88880
C -0.69438 -5.93777 -6.27070
C -0.43331 -7.15440 -6.75266
C -1.25877 -8.33205 -6.36809
O -1.00577 -9.43459 -6.84199
O 0.61565 -7.36452 -7.62886
O -3.65005 -6.69986 -4.03274
H -2.94047 -8.98947 -5.13061
H -0.10389 -5.07254 -6.54355
H 0.59658 -8.32496 -7.83305
H -3.63469 -5.73847 -3.83330
C 8.21443 7.31873 1.45678
C 9.15191 8.24481 1.66706
C 10.58241 7.87107 1.84489
O 11.42395 8.74569 2.01767
C 10.93085 6.44210 1.80985
C 9.99271 5.51595 1.60302
C 8.56696 5.89180 1.39777
O 7.73024 5.01916 1.19148
O 10.31280 4.17105 1.57160
O 8.82774 9.58776 1.72642
H 7.17129 7.57652 1.32366
H 11.97135 6.18313 1.95830
H 9.46443 3.70480 1.40612
H 9.67697 10.05430 1.88586
C 0.90859 3.17720 4.97989
C 0.38196 3.00886 6.19440
C 1.20894 3.15861 7.42376
O 0.69273 3.01653 8.52664
C 2.63711 3.47165 7.25972
C 3.16430 3.63653 6.04500
C 2.33128 3.51396 4.81732
O 2.84034 3.68919 3.71536
O 4.50633 3.92817 5.88349
O -0.95386 2.68962 6.35499
H 0.31855 3.07354 4.07799
H 3.23054 3.56011 8.16069
H 4.64262 4.00070 4.91361
H -1.09138 2.62307 7.32501
C -10.68557 -3.47646 -2.73766
C -9.74809 -2.55038 -2.52738
C -8.31759 -2.92412 -2.34955
O -7.47605 -2.04950 -2.17677
C -7.96915 -4.35309 -2.38459
C -8.90729 -5.27923 -2.59142
C -10.33304 -4.90339 -2.79667
O -11.16976 -5.77603 -3.00296
O -8.58720 -6.62413 -2.62284
O -10.07226 -1.20743 -2.46802
H -11.72871 -3.21867 -2.87078
H -6.92865 -4.61206 -2.23614
H -9.43557 -7.09039 -2.78832
H -9.22303 -0.74088 -2.30858
*
```

Output
Highest occupied orbital energy   -0.1754 Ha
LUMO energy   -0.0272 Ha
DFT total energy   -150417.452 eV
HOMO-LUMO gap   0.1482 hartree

These are the Mulliken partial charges, in e, on atoms 1 to 2: number 1, C, carries -0.718; number 2, C, carries 0.426